Entry 1:
Density functional theory data (ωB97M-V with the def2-TZVPD basis set) for a 4-piece molecular cluster, C8H24O8 overall.

Last column: Löwdin charge in e.
Cartesian coordinates (Å):
O (4.71, -3.32, -2.51)  -0.111
C (6.07, -3.62, -2.95)  -0.186
C (7.05, -2.73, -2.06)  -0.162
O (8.49, -2.87, -2.46)  -0.113
H (4.10, -3.07, -3.20)  0.073
H (6.16, -4.70, -3.05)  0.113
H (6.07, -3.19, -3.95)  0.103
H (7.13, -3.08, -1.04)  0.110
H (6.85, -1.66, -2.08)  0.111
H (8.63, -2.32, -3.24)  0.061
O (-3.61, -2.52, 1.88)  -0.083
C (-3.26, -3.21, 3.07)  -0.223
C (-1.72, -3.05, 3.34)  -0.248
O (-1.32, -2.02, 4.20)  -0.054
H (-4.52, -2.22, 1.92)  0.078
H (-3.88, -2.88, 3.90)  0.116
H (-3.48, -4.26, 2.92)  0.104
H (-1.19, -3.02, 2.38)  0.111
H (-1.27, -4.00, 3.63)  0.111
H (-1.24, -1.17, 3.76)  0.089
O (-5.80, 5.35, 1.34)  -0.063
C (-4.49, 4.94, 1.42)  -0.271
C (-3.63, 6.07, 0.83)  -0.203
O (-3.58, 7.01, 1.92)  -0.110
H (-6.16, 5.28, 0.46)  0.097
H (-4.22, 4.86, 2.47)  0.128
H (-4.40, 4.01, 0.86)  0.115
H (-4.00, 6.75, 0.07)  0.117
H (-2.59, 5.80, 0.64)  0.115
H (-4.46, 7.31, 2.14)  0.075
O (0.33, -0.54, -2.98)  -0.065
C (0.99, 0.44, -2.24)  -0.268
C (0.51, 0.22, -0.86)  -0.274
O (-0.88, 0.37, -0.84)  -0.063
H (-0.57, -0.26, -3.13)  0.085
H (2.06, 0.26, -2.34)  0.122
H (0.84, 1.44, -2.65)  0.124
H (1.01, 0.89, -0.17)  0.120
H (0.66, -0.81, -0.53)  0.126
H (-1.39, -0.44, -0.86)  0.092

## Properties
E_tot = -920.9768 Eh
LUMO = 0.4 eV
HOMO = -9.90 eV
Kohn-Sham gap = 10.31 eV

=====

Entry 2:
Density functional theory data (ωB97M-V with the def2-TZVPD basis set) for AsF6H28O14 as an isolated structure.

Last column: Mulliken spin population.
Cartesian coordinates (Å):
As (0.16, 0.18, 0.29)  1.446
F (1.91, 0.32, 0.64)  0.001
F (0.02, 1.92, -0.20)  -0.074
F (-1.56, -0.05, -0.10)  -0.029
F (0.33, -1.56, 0.70)  -0.145
F (-0.31, 0.53, 1.98)  -0.038
F (0.57, -0.12, -1.41)  -0.052
O (0.92, -3.71, 2.22)  0.001
H (0.54, -3.32, 1.43)  0.006
H (0.32, -4.42, 2.45)  -0.011
O (-1.55, 3.69, 1.63)  -0.002
H (-1.04, 4.51, 1.62)  -0.019
H (-0.89, 3.00, 1.54)  0.019
O (-1.29, 2.44, -3.23)  0.009
H (-0.86, 2.96, -2.56)  -0.002
H (-1.11, 2.90, -4.05)  -0.002
O (1.94, 1.55, 4.09)  0.007
H (1.54, 1.06, 3.37)  0.010
H (2.32, 0.89, 4.66)  -0.021
O (-2.28, -3.77, 1.66)  -0.012
H (-1.67, -4.34, 2.13)  0.000
H (-1.99, -2.88, 1.87)  0.018
O (2.34, -2.70, -1.47)  0.002
H (2.44, -2.22, -2.29)  -0.005
H (1.56, -2.32, -1.06)  -0.004
O (-2.31, -1.26, 2.68)  -0.051
H (-1.77, -0.56, 2.32)  0.011
H (-2.68, -0.88, 3.48)  0.018
O (3.33, -2.21, 2.53)  -0.009
H (3.14, -1.88, 3.41)  -0.003
H (2.48, -2.49, 2.19)  0.003
O (0.25, 3.93, -1.77)  -0.031
H (0.42, 3.06, -1.40)  0.021
H (0.77, 4.52, -1.21)  -0.026
O (-3.94, 2.08, 0.55)  0.013
H (-3.57, 2.95, 0.36)  -0.004
H (-3.52, 1.50, -0.08)  0.001
O (-0.24, -1.96, -3.38)  0.002
H (0.02, -1.48, -2.59)  -0.003
H (-1.20, -1.93, -3.38)  -0.002
O (3.41, 2.39, -0.68)  -0.017
H (3.00, 3.08, -0.16)  -0.008
H (2.86, 1.62, -0.54)  0.009
O (2.17, -0.55, -3.84)  -0.006
H (1.51, -1.06, -4.30)  0.002
H (2.21, 0.28, -4.31)  -0.003
O (-2.93, -1.06, -2.28)  -0.019
H (-2.36, -0.82, -1.55)  0.004
H (-3.44, -1.80, -1.95)  -0.007

## Properties
E_tot = -3905.2891 Eh
spin multiplicity = 2
LUMO (alpha / beta) = 4.9 / 4.8 eV
total charge = -2
HOMO (alpha / beta) = 1.61 / -4.99 eV
Kohn-Sham gap (alpha / beta) = 3.32 / 9.76 eV

=====

Entry 3:
Density functional theory data (ωB97M-V with the def2-TZVPD basis set) for C49H49MoP2Si as an isolated structure.

Last column: Mulliken spin population.
Cartesian coordinates (Å):
Mo (-0.17, -0.48, 0.46)  2.287
C (1.19, 2.16, 2.99)  0.001
Si (0.69, 1.99, 1.21)  -0.044
C (2.09, 2.42, 0.06)  -0.009
C (2.58, 3.73, -0.02)  -0.005
C (3.56, 4.06, -0.95)  0.000
C (4.07, 3.09, -1.81)  0.002
C (3.61, 1.78, -1.73)  -0.006
C (2.63, 1.46, -0.79)  0.030
P (2.17, -0.24, -0.46)  -0.097
C (2.07, -1.15, -2.01)  -0.111
C (0.79, -1.39, -2.51)  0.077
C (0.59, -2.05, -3.71)  0.016
C (1.70, -2.45, -4.45)  0.001
C (2.99, -2.19, -3.98)  0.003
C (3.18, -1.55, -2.76)  -0.008
C (3.54, -0.89, 0.52)  0.011
C (4.15, -2.12, 0.24)  0.000
C (5.23, -2.55, 1.01)  0.002
C (5.69, -1.77, 2.06)  0.000
C (5.09, -0.55, 2.35)  0.000
C (4.03, -0.10, 1.57)  -0.012
C (-0.63, 3.22, 0.80)  -0.004
C (-0.57, 4.55, 1.23)  -0.002
C (-1.45, 5.49, 0.72)  0.001
C (-2.40, 5.13, -0.23)  0.002
C (-2.50, 3.81, -0.64)  -0.006
C (-1.61, 2.87, -0.12)  0.002
P (-1.88, 1.12, -0.44)  -0.157
C (-1.83, 0.85, -2.22)  -0.008
C (-1.15, 1.79, -3.01)  0.005
C (-1.10, 1.61, -4.39)  0.003
C (-1.71, 0.51, -4.98)  -0.004
C (-2.35, -0.44, -4.19)  0.002
C (-2.39, -0.29, -2.81)  0.054
C (-3.58, 0.94, 0.20)  -0.001
C (-3.76, 1.30, 1.54)  0.022
C (-5.02, 1.34, 2.09)  0.007
C (-6.13, 1.01, 1.32)  -0.002
C (-5.97, 0.69, -0.02)  0.001
C (-4.70, 0.66, -0.59)  -0.008
H (1.61, 3.16, 3.10)  -0.004
H (1.96, 1.44, 3.28)  0.004
H (0.34, 2.08, 3.67)  0.001
H (2.18, 4.51, 0.62)  -0.001
H (3.92, 5.08, -1.01)  0.000
H (4.82, 3.35, -2.53)  0.000
H (4.03, 1.03, -2.39)  0.000
H (-0.09, -1.04, -1.96)  -0.034
H (-0.40, -2.24, -4.09)  0.001
H (1.57, -2.96, -5.40)  0.000
H (3.85, -2.50, -4.56)  0.000
H (4.18, -1.36, -2.41)  0.000
H (3.81, -2.73, -0.58)  -0.002
H (5.71, -3.49, 0.78)  0.000
H (6.54, -2.11, 2.65)  0.000
H (5.47, 0.07, 3.15)  0.000
H (3.60, 0.87, 1.77)  0.001
H (0.17, 4.86, 1.96)  0.000
H (-1.39, 6.52, 1.06)  0.000
H (-3.09, 5.87, -0.62)  0.000
H (-3.28, 3.52, -1.34)  0.000
H (-0.69, 2.66, -2.56)  0.000
H (-0.60, 2.35, -5.00)  0.000
H (-1.69, 0.39, -6.05)  0.000
H (-2.82, -1.30, -4.65)  0.000
H (-2.88, -1.04, -2.21)  -0.009
H (-2.90, 1.61, 2.13)  0.011
H (-5.16, 1.63, 3.13)  0.000
H (-7.13, 1.05, 1.75)  0.000
H (-6.83, 0.48, -0.64)  0.000
H (-4.60, 0.46, -1.64)  0.000
C (-3.56, -2.05, 1.30)  -0.016
C (-2.07, -1.95, 1.35)  -0.063
C (-1.29, -2.58, 0.34)  0.022
C (-1.96, -3.20, -0.86)  0.042
C (0.09, -2.90, 0.57)  -0.018
C (0.78, -3.87, -0.35)  0.013
C (0.70, -2.47, 1.77)  -0.019
C (1.96, -3.07, 2.29)  -0.019
C (0.02, -1.51, 2.59)  0.029
C (0.71, -1.03, 3.83)  0.029
C (-1.39, -1.34, 2.44)  0.006
C (-2.12, -0.69, 3.58)  0.015
H (-3.83, -3.07, 1.60)  -0.002
H (-3.96, -1.89, 0.30)  0.003
H (-4.06, -1.35, 1.96)  0.001
H (-2.06, -4.28, -0.68)  -0.003
H (-1.37, -3.08, -1.77)  -0.001
H (-2.95, -2.81, -1.04)  -0.010
H (0.49, -4.88, -0.07)  -0.001
H (1.86, -3.79, -0.28)  0.000
H (0.50, -3.72, -1.39)  -0.003
H (1.70, -3.58, 3.23)  -0.002
H (2.72, -2.33, 2.53)  0.001
H (2.39, -3.81, 1.62)  0.001
H (0.59, -1.78, 4.62)  -0.003
H (0.30, -0.10, 4.20)  0.002
H (1.78, -0.89, 3.67)  -0.010
H (-2.05, -1.36, 4.45)  0.003
H (-3.17, -0.51, 3.37)  0.001
H (-1.67, 0.25, 3.88)  -0.011

## Properties
E_tot = -2936.1347 Eh
spin multiplicity = 3
LUMO (alpha / beta) = -10.5 / -10.4 eV
total charge = +3
HOMO (alpha / beta) = -16.51 / -16.49 eV
Kohn-Sham gap (alpha / beta) = 6.02 / 6.07 eV

=====

Entry 4:
Density functional theory data (ωB97M-V with the def2-TZVPD basis set) for a 14-piece molecular cluster, C4H26BO21 overall.

Last column: Löwdin charge in e.
Cartesian coordinates (Å):
O (0.96, -2.64, 1.30)  0.086
C (0.42, -1.65, 0.76)  -0.356
O (-0.09, -1.50, -0.46)  0.213
B (-0.40, -0.05, -0.76)  -0.806
O (-0.26, 0.52, 0.57)  0.211
C (0.40, -0.30, 1.43)  -0.341
O (0.79, 0.01, 2.55)  0.119
O (-1.77, 0.15, -1.34)  0.227
C (-1.63, 0.65, -2.53)  -0.338
O (-2.54, 0.93, -3.37)  0.060
C (-0.06, 0.90, -2.80)  -0.448
O (0.50, 0.57, -1.75)  0.265
O (0.50, 1.34, -3.78)  0.108
O (0.37, 1.17, 9.54)  -0.055
H (0.21, 0.53, 10.24)  0.025
H (0.66, 0.64, 8.80)  0.030
O (1.87, 7.32, -6.80)  -0.058
H (2.00, 7.16, -5.87)  0.029
H (1.40, 6.55, -7.12)  0.029
O (-5.28, 0.83, 3.73)  -0.052
H (-5.55, -0.09, 3.77)  0.027
H (-5.11, 1.08, 4.64)  0.026
O (2.87, 4.58, 4.74)  -0.056
H (3.69, 4.24, 5.09)  0.025
H (2.31, 3.81, 4.65)  0.030
O (-6.48, -3.81, -0.33)  -0.058
H (-5.61, -3.69, 0.06)  0.029
H (-6.34, -3.65, -1.27)  0.028
O (-2.86, 4.80, 1.09)  -0.056
H (-3.44, 4.06, 1.27)  0.028
H (-1.98, 4.44, 1.19)  0.028
O (5.96, 0.99, 6.94)  -0.054
H (6.90, 0.88, 7.05)  0.026
H (5.61, 0.10, 6.88)  0.029
O (4.11, 0.34, -10.12)  -0.055
H (3.19, 0.08, -10.07)  0.028
H (4.30, 0.72, -9.26)  0.026
O (-9.00, 2.61, -5.60)  -0.058
H (-9.23, 1.89, -5.02)  0.028
H (-8.04, 2.61, -5.63)  0.030
O (2.92, -8.53, 5.30)  -0.056
H (2.48, -7.96, 4.67)  0.030
H (2.73, -9.42, 4.98)  0.026
O (6.86, -5.06, 5.74)  -0.056
H (6.08, -5.40, 5.31)  0.029
H (7.36, -4.64, 5.04)  0.027
O (5.71, 0.57, -5.62)  -0.057
H (4.86, 1.00, -5.53)  0.029
H (5.52, -0.36, -5.59)  0.028
O (-6.07, -3.20, -5.21)  -0.055
H (-5.44, -2.52, -5.45)  0.031
H (-6.36, -3.57, -6.04)  0.025

## Properties
E_tot = -1773.1818 Eh
LUMO = 1.8 eV
total charge = -1
HOMO = -7.34 eV
Kohn-Sham gap = 9.17 eV

=====

Entry 5:
Density functional theory data (ωB97M-V with the def2-TZVPD basis set) for C29H27F4N5O4STa as an isolated structure.

Last column: Löwdin charge in e.
Cartesian coordinates (Å):
Ta (0.67, -0.13, 0.97)  2.048
O (0.64, 0.23, 5.23)  0.285
C (0.50, -0.14, 4.01)  -0.376
O (0.92, 0.52, 3.02)  -0.068
C (-0.16, -1.42, 3.74)  -0.141
C (-0.66, -2.36, 4.62)  0.100
C (-1.14, -3.56, 4.07)  0.066
C (-1.07, -3.80, 2.71)  0.103
C (-0.52, -2.81, 1.91)  -0.112
N (-0.12, -1.65, 2.42)  0.029
C (-0.19, -2.85, 0.43)  -0.484
O (-0.72, -3.55, -0.38)  0.226
O (0.76, -1.93, 0.18)  -0.191
H (1.14, 1.07, 5.34)  0.197
H (-0.67, -2.18, 5.68)  0.154
H (-1.54, -4.31, 4.73)  0.149
H (-1.40, -4.73, 2.27)  0.157
C (-1.90, 2.30, 2.32)  -0.049
C (-1.25, 2.66, 1.00)  -0.212
N (0.17, 2.18, 0.89)  -0.255
C (1.03, 2.99, 1.85)  -0.224
C (1.19, 4.47, 1.52)  -0.036
C (0.64, 2.45, -0.50)  -0.165
C (2.05, 1.91, -0.68)  -0.131
N (2.21, 0.60, 0.03)  -0.127
C (3.51, 0.06, 0.08)  -0.129
C (3.72, -0.90, 1.06)  -0.099
F (2.59, -1.14, 1.84)  -0.001
C (4.91, -1.54, 1.29)  -0.195
F (5.00, -2.43, 2.26)  0.154
C (5.99, -1.22, 0.48)  0.144
C (5.82, -0.28, -0.51)  -0.179
F (6.83, 0.04, -1.29)  0.173
C (4.60, 0.37, -0.73)  -0.122
F (4.51, 1.25, -1.71)  0.138
H (-2.98, 2.45, 2.24)  0.107
H (-1.56, 2.93, 3.14)  0.092
H (-1.74, 1.25, 2.61)  0.049
H (-1.25, 3.74, 0.86)  0.132
H (-1.80, 2.23, 0.16)  0.108
H (2.01, 2.52, 1.89)  0.111
H (0.58, 2.88, 2.83)  0.098
H (1.72, 4.66, 0.60)  0.085
H (1.79, 4.90, 2.32)  0.107
H (0.24, 5.02, 1.51)  0.092
H (0.62, 3.51, -0.71)  0.139
H (-0.05, 1.98, -1.20)  0.108
H (2.79, 2.59, -0.27)  0.140
H (2.27, 1.77, -1.74)  0.142
H (6.94, -1.71, 0.62)  0.168
S (-4.49, -1.13, -3.07)  1.159
C (-3.13, -0.75, -2.11)  -0.471
C (-1.80, -0.68, -2.56)  0.002
C (-0.80, -0.40, -1.68)  -0.101
N (-1.01, -0.13, -0.36)  -0.139
C (-2.30, -0.20, 0.08)  -0.123
C (-3.35, -0.50, -0.74)  -0.042
C (-3.78, -1.35, -4.69)  -0.527
C (-3.31, -2.60, -5.08)  -0.067
C (-2.78, -2.71, -6.36)  -0.102
N (-2.72, -1.69, -7.20)  0.096
C (-3.20, -0.51, -6.83)  -0.102
C (-3.75, -0.29, -5.57)  -0.065
H (-1.55, -0.87, -3.60)  0.129
H (0.23, -0.40, -2.02)  0.133
H (-2.48, 0.00, 1.13)  0.107
H (-4.35, -0.54, -0.32)  0.131
H (-3.36, -3.46, -4.42)  0.117
H (-2.40, -3.66, -6.71)  0.123
H (-3.15, 0.28, -7.56)  0.124
H (-4.15, 0.68, -5.31)  0.116

## Properties
E_tot = -2549.8551 Eh
LUMO = -11.0 eV
total charge = +3
HOMO = -15.86 eV
Kohn-Sham gap = 4.90 eV

=====

Entry 6:
Density functional theory data (ωB97M-V with the def2-TZVPD basis set) for one molecule with the formula C2H4N4O3.

Last column: Löwdin charge in e.
Cartesian coordinates (Å):
N (-0.20, -0.55, 1.94)  0.133
C (0.24, -0.20, 0.64)  -0.277
C (1.14, -0.65, -0.19)  -0.094
N (1.26, 0.08, -1.38)  0.054
O (0.65, 1.38, -1.04)  -0.047
N (-0.29, 1.01, -0.05)  0.041
N (-1.59, 0.68, -0.70)  -0.379
O (-2.43, 0.22, 0.04)  0.079
O (-1.68, 0.87, -1.87)  0.125
H (-0.02, -1.44, 2.21)  0.048
H (-1.18, -0.36, 2.15)  0.088
H (1.97, -1.37, -0.09)  0.142
H (2.14, 0.34, -1.66)  0.087

## Properties
E_tot = -523.0898 Eh
LUMO = 0.5 eV
HOMO = -8.43 eV
Kohn-Sham gap = 8.97 eV